Entry 1:
This record from the OMol25 dataset describes a 13-piece molecular cluster, C33H62N6O7S2 overall. The level of theory is ωB97M-V/def2-TZVPD.

Max |F|, eV/Å: 3.36
Kohn-Sham gap, eV: 7.8
LUMO level, eV: -0.086
HOMO level, eV: -7.90
Net charge: 0
Energy relative to the best compared isomer or geometry (same formula, charge and spin), eV: 3.846
Calculated total energy, hartree: -2945.90813
2S+1: 1

Cartesian coordinates (Å):
H1 26.0491 -33.3697 24.6780
H2 14.1882 -29.4792 21.5923
C1 23.7792 -26.6396 13.2693
N1 17.5400 -27.0223 16.2989
O1 20.8707 -29.0596 19.4680
H3 29.4997 -24.6137 23.7651
H4 29.4295 -29.7495 17.8788
H5 17.1112 -26.0791 20.9918
C2 18.5922 -29.7448 27.3644
O2 29.2556 -30.6903 17.8003
H6 25.2000 -28.5271 15.5507
H7 25.9705 -25.5147 18.6119
N2 25.6594 -33.6656 23.7945
C3 16.9719 -27.8830 15.4028
H8 21.9386 -33.2684 17.7715
H9 25.8195 -27.5187 13.1462
H10 27.5919 -30.7577 19.0762
C4 13.6805 -28.8520 20.8745
H11 20.4269 -31.3969 21.1757
H12 28.6376 -32.1037 19.1556
H13 13.2556 -27.5970 17.9804
C5 22.7992 -26.7848 14.2521
C6 12.5382 -27.1446 19.9184
H14 27.5811 -26.8229 26.4745
C7 19.9520 -30.5109 21.5969
H15 20.2531 -33.7661 15.6444
C8 24.8822 -27.4481 13.6780
H16 16.6730 -37.1779 20.8819
H17 21.8275 -26.3240 14.3514
H18 20.6856 -30.0515 27.6402
C9 27.0148 -26.8519 25.5436
H19 16.1389 -24.8876 21.8128
S1 28.1696 -26.6574 24.1015
H20 18.3189 -27.2457 16.9018
H21 26.4953 -27.8066 25.4618
C10 15.2953 -34.8882 18.9415
O3 27.0191 -24.0119 19.3646
C11 18.8798 -27.5820 26.7742
O4 27.3058 -26.4129 22.8980
C12 28.8759 -25.0019 24.5702
H22 16.8513 -28.4748 27.0005
H23 26.1346 -23.9679 17.5672
H24 11.9411 -26.2692 19.7099
C13 15.4761 -37.1003 18.9988
H25 12.2981 -27.5137 22.0579
C14 28.6484 -31.0214 19.0266
C15 22.5174 -29.5404 21.5374
H26 22.8219 -30.4394 21.0016
H27 24.4189 -23.1271 23.0796
H28 21.0696 -27.7202 26.6732
H29 14.2747 -36.1125 17.5823
C16 22.8356 -23.9954 23.5767
C17 12.7971 -27.7693 21.1348
H30 18.9052 -30.4218 21.3064
H31 15.0160 -33.9180 18.5579
H32 15.3124 -38.1408 18.7601
H33 29.5164 -25.0983 25.4469
H34 16.5276 -34.4494 20.6036
O5 18.1271 -24.4974 21.6628
H35 23.6423 -34.1896 24.4393
H36 18.5879 -26.5885 26.4674
C18 26.3041 -33.9759 22.6230
N3 19.9372 -29.4417 27.3433
C19 17.0412 -25.7449 16.1171
C20 26.5900 -24.7027 18.2311
H37 20.2216 -32.8516 17.5633
H38 27.2093 -24.7186 19.9859
H39 23.2180 -34.7696 21.9573
H40 22.1851 -24.1280 24.4411
H41 18.1372 -24.0328 22.5029
H42 15.3868 -27.6126 13.9879
H43 22.6991 -27.9552 15.9938
C21 21.1920 -32.8978 17.0692
H44 17.1050 -25.9172 22.8188
H45 15.4406 -25.0184 14.7948
H46 27.4237 -25.1552 17.6942
O6 21.1284 -33.8675 16.0253
H47 27.3588 -33.8045 22.4656
C22 17.0939 -25.4116 21.8533
C23 16.0730 -25.8241 15.1373
H48 23.7060 -26.0808 12.3480
C24 20.1143 -28.1664 26.9072
H49 22.5130 -29.7177 22.6129
H50 20.0686 -30.4141 22.6763
C25 17.9236 -28.5984 27.0368
C26 16.1401 -35.2293 19.9648
O7 24.0368 -23.3042 23.9423
H51 17.3577 -24.9127 16.7284
C27 25.3552 -34.3534 21.6717
H52 29.1455 -30.4897 19.8379
C28 16.0509 -27.1823 14.7229
H53 18.1692 -30.6620 27.7467
C29 16.1810 -36.6409 20.0844
N4 13.2075 -27.8693 18.9518
N5 23.2429 -27.6211 15.2110
N6 14.8791 -36.0720 18.3905
H54 21.4341 -31.8913 16.7277
H55 25.4520 -34.4724 20.6026
C30 24.1812 -34.4577 22.3333
H56 23.0435 -24.9606 23.1149
S2 20.8491 -28.9796 20.9788
H57 14.5847 -29.4542 18.8869
C31 13.9094 -28.8731 19.4974
H58 22.3367 -23.3378 22.8648
H59 23.2929 -28.7971 21.3522
H60 26.3857 -25.9644 25.6128
C32 24.3640 -34.0552 23.6471
H61 17.2891 -28.9137 15.4604
C33 24.5635 -27.8982 14.9460
H62 28.0982 -24.2929 24.8544

Cartesian forces (eV/Å) of the 3 atoms listed first:
0.2 -0.2 -0.4
-0.3 -0.1 0.0
-0.7 -0.6 0.6

These are the Löwdin partial charges, in e, on atoms 1 to 4:
1 H 0.148
2 H 0.082
3 C -0.107
4 N -0.001

=====

Entry 2:
This record from the OMol25 dataset describes a 11-piece molecular cluster, C33H62O33 overall. The level of theory is ωB97M-V/def2-TZVPD.

Max |F|, eV/Å: 2.92
Kohn-Sham gap, eV: 10.8
SMILES: COC(=O)OC.COC(=O)OC.COC(=O)OC.COC(=O)OC.COC(=O)OC.COC(=O)OC.COC(=O)OC.COC(=O)OC.COC(=O)OC.O=C1OCCO1.O=C1OCCO1
LUMO level, eV: 0.288
HOMO level, eV: -10.54
Net charge: 0
Energy relative to the best compared isomer or geometry (same formula, charge and spin), eV: 1.129
Calculated total energy, hartree: -3777.52786
2S+1: 1

Cartesian coordinates (Å):
H1 -0.6193 6.5253 -7.1328
C1 -2.0923 -1.3121 4.5625
H2 8.8725 0.0842 0.7557
H3 -3.8151 0.1206 2.8078
H4 1.1489 -0.8345 1.0284
H5 -2.1634 4.7801 -1.1034
H6 -2.1045 3.0095 -1.3605
O1 0.1672 -4.2602 -0.2946
H7 -1.7630 3.7470 0.2107
H8 -4.3338 -2.7437 2.3612
C2 -4.2137 2.7516 0.4451
O2 -3.6347 1.7087 0.6000
H9 -1.1409 -0.6356 0.6280
H10 -1.8041 -0.3843 -1.7220
O3 2.1148 3.0836 5.0929
C3 -2.3936 3.8060 -0.6796
H11 -2.2224 -3.5025 -6.6741
C4 -0.0379 3.5135 -3.5365
O4 3.4084 1.6190 3.9583
H12 -5.5124 -7.9926 1.0744
C5 5.8806 1.2369 0.7485
H13 -5.8287 -7.4725 -0.5030
O5 -5.4282 3.0742 0.8732
H14 -2.4504 -1.9142 -7.5337
O6 -1.4150 -1.3984 3.5669
H15 -1.9277 -4.5264 -0.3691
O7 -1.7366 -0.7495 -3.6994
H16 0.9230 -0.1708 -6.5328
O8 3.9119 -3.1362 2.8953
H17 0.2286 -0.3383 -4.9360
H18 0.8503 3.1961 -4.0979
C6 4.4363 -2.6351 1.6524
O9 -1.1066 3.6145 -4.4636
O10 -0.5064 1.2427 -0.0563
H19 -3.1550 -2.6110 1.0471
H20 -0.1397 2.6352 -2.9035
H21 2.4893 5.1484 4.7765
H22 -0.3304 7.3365 -5.6419
H23 -2.1755 1.0598 -2.7055
H24 -0.1202 -2.3272 6.7603
H25 -1.3087 0.6562 1.7938
O11 5.1601 0.3783 0.2846
H26 3.1381 -2.1366 -0.0216
C7 -2.5786 -2.4761 -6.6122
O12 2.1118 -2.3578 1.8576
C8 0.6801 1.8296 0.1021
C9 0.9379 0.2376 -5.5244
O13 1.1238 2.7205 -0.5745
C10 0.0051 6.4821 -6.2396
C11 3.2082 -1.9551 1.0515
O14 -1.7994 -1.9560 5.6795
H27 -4.3021 1.0341 4.2209
C12 1.4216 -1.2421 -1.5465
H28 3.2670 -0.8636 1.0713
H29 1.1353 -1.3584 -2.5957
H30 -2.6359 -3.1382 2.6699
C13 2.7984 0.5100 -3.9972
C14 2.5906 -0.2587 5.7758
H31 0.8278 -0.0548 2.5596
O15 -3.6101 -1.8802 -4.1734
H32 -6.7168 -6.6963 0.8735
C15 2.6286 1.8784 4.8307
O16 -2.1802 4.8604 -5.9294
C16 0.0603 -3.0357 -0.7733
H33 -6.1414 1.1366 1.2011
C17 2.4125 4.1828 4.2834
H34 0.8095 1.3153 -5.5267
O17 1.3989 1.2388 1.0684
O18 -3.7553 3.7872 -0.2656
O19 -5.8405 -4.3927 1.2601
H35 0.1646 -2.2289 5.0092
O20 -3.6183 -4.5185 1.4615
C18 0.7168 0.0629 1.4828
H36 3.5404 -0.4192 6.2896
H37 -0.6795 -3.6517 5.8307
C19 4.0355 2.5618 1.1901
H38 3.5895 1.6816 1.6283
C20 -3.4312 -3.1785 1.9356
O21 -4.6547 -6.2553 0.7460
O22 5.4473 2.3573 1.3180
H39 3.3621 3.9844 3.7743
H40 8.1894 0.4770 -0.7925
O23 1.8559 -3.6347 3.6741
C21 -5.7675 -7.0858 0.5151
O24 2.2915 -0.0375 -5.0891
H41 1.0191 6.6774 -6.5824
H42 -1.0133 -5.9710 0.0053
O25 -3.2066 -0.6244 4.7328
H43 2.7677 1.7250 -1.6211
O26 1.2633 -2.5206 -0.9437
O27 -0.9738 -2.4586 -1.0026
H44 5.2112 -1.9226 1.9268
H45 -3.6430 -2.5260 -6.3877
H46 1.8629 -0.7968 6.3743
C22 2.5576 -3.0330 2.9155
H47 -2.6484 1.0618 3.7546
H48 3.4499 2.7931 -2.8733
H49 4.8154 -3.4360 1.0211
O28 3.9185 0.2274 -3.6850
C23 -0.5170 -2.5778 5.7754
C24 -1.1615 4.6261 -5.3507
C25 -4.8024 -4.9963 1.1324
C26 2.5337 2.3305 -2.4991
H50 0.7162 -0.5675 -1.0603
O29 2.1780 1.1060 5.8112
H51 2.4595 -0.9223 -1.5280
H52 0.0830 4.4594 -3.0149
C27 -1.0378 -4.8921 0.1365
O30 1.9995 1.4961 -3.5168
C28 -0.6767 0.2797 0.9885
H53 1.7098 4.3133 3.4539
C29 -2.5014 -1.4732 -4.4704
H54 2.6823 -0.6800 4.7768
C30 7.9317 0.1540 0.2166
H55 3.6269 3.4688 1.6270
H56 7.3593 -0.7696 0.1990
H57 3.7295 2.6413 0.1453
C31 -6.0780 2.1090 1.6933
H58 -7.0805 2.4663 1.9003
O31 7.1864 1.2087 0.8233
H59 -5.5059 1.9237 2.5995
O32 -0.0699 5.3808 -5.3753
H60 -1.1636 -4.7078 1.2009
C32 -2.2910 -0.0180 -2.6234
C33 -3.5161 0.3974 3.8192
O33 -1.8567 -1.8175 -5.5749
H61 1.8848 3.1376 -2.1676
H62 -3.3510 -0.1806 -2.4290

Cartesian forces (eV/Å) of the 3 atoms listed first:
-0.3 -0.9 0.2
0.9 -0.7 -0.1
-0.2 -0.2 0.3

These are the Löwdin partial charges, in e, on atoms 1 to 4:
1 H 0.098
2 C -0.615
3 H 0.094
4 H 0.086

=====

Entry 3:
This record from the OMol25 dataset describes C33H63F7N6O10S2 as an isolated structure. The level of theory is ωB97M-V/def2-TZVPD.

Max |F|, eV/Å: 0.68
Kohn-Sham gap, eV: 7.5
LUMO level, eV: -1.177
HOMO level, eV: -8.66
Net charge: 0
Calculated total energy, hartree: -3871.34216
2S+1: 1

Cartesian coordinates (Å):
H1 1.9400 3.1883 -3.0587
O1 8.0134 4.8910 -2.5945
N1 2.8850 0.8327 -0.9557
H2 6.2570 2.7208 -5.5793
H3 -6.6412 0.5449 8.1245
C1 8.3902 6.8415 -6.1405
C2 -1.3024 -6.0527 -2.0109
C3 -8.9442 1.2300 5.7002
H4 -8.7540 0.9261 4.6680
O2 -6.2037 3.8295 7.6170
H5 3.6513 -8.3337 -1.9470
H6 0.6950 -6.3627 -1.8855
C4 9.4367 5.9737 -5.3395
C5 0.0243 -7.7239 -3.2242
H7 -7.8413 4.7805 8.3689
S1 7.7409 4.0994 -3.7473
H8 2.0005 2.7504 -0.6254
H9 -5.3544 5.2769 6.3925
H10 -3.0827 -1.0843 2.1468
S2 4.6466 7.7524 -3.4178
H11 -2.1782 0.0947 1.1948
H12 -8.3369 2.4014 8.0541
F1 9.7129 6.5934 -4.1784
H13 1.4996 -9.0173 -2.3295
H14 4.0806 3.1528 -6.7300
H15 2.1638 2.7474 -4.7614
O3 -0.3968 -3.9239 -2.8619
H16 -7.6144 4.9874 6.6254
C6 6.2019 4.5041 -4.4847
H17 -0.0421 -7.1230 -4.1422
H18 -0.7682 -3.3481 -0.0353
H19 2.3744 0.5755 -1.7902
N2 -8.2369 2.4858 5.9214
O4 -0.0335 1.2567 -1.2549
H20 -1.7961 -3.4168 5.9617
O5 -7.2918 -0.4570 6.4104
H21 -5.4958 -0.5599 7.3464
C7 3.2668 -7.3636 -2.2764
C8 9.0531 4.4963 -5.0299
H22 -2.3371 -4.4408 -2.9234
C9 -6.2756 0.1779 7.1620
O6 2.4268 -7.5008 -3.4039
C10 2.3575 2.4369 -3.7338
H23 -5.8240 1.0099 6.6128
F2 10.5674 5.9194 -6.0742
F3 7.8352 7.7543 -5.3404
H24 2.7563 -6.8850 -1.4330
O7 7.8252 2.6692 -3.6820
H25 1.5533 -4.6720 -2.7791
C11 2.0710 1.7510 -0.1723
F4 10.1547 3.9375 -4.4917
H26 -1.2909 -4.7592 4.0339
C12 4.2524 5.9226 -4.8413
N3 -2.7081 -3.9308 2.7498
C13 3.7501 4.9898 -5.7712
F5 7.4157 6.0801 -6.6604
H27 -4.3206 3.9234 6.8860
H28 -0.9954 -3.0499 3.6750
H29 -0.9678 0.1093 -2.6511
H30 -4.8070 -2.3216 4.0475
C14 4.2386 2.5626 -2.2638
H31 -0.8260 -0.6629 -1.0616
H32 0.7688 -4.7537 -4.3756
C15 5.4971 5.6952 -4.1740
H33 -1.3217 -0.9322 2.3635
F6 8.7589 3.8550 -6.1760
H34 1.8404 1.4872 -3.5752
C16 4.4623 3.8732 -6.0226
H35 -1.3337 -5.3125 -4.0729
C17 -5.3263 4.1980 6.5731
H36 -3.2943 -3.1070 2.7105
O8 -2.9803 -2.0471 5.0269
C18 -7.5447 4.2701 7.4484
H37 5.2909 2.8362 -2.3750
C19 -2.0763 -4.1210 1.4497
C20 5.6964 3.6201 -5.3794
H38 4.7331 0.5428 -1.8391
C21 -8.4764 3.1019 7.2185
H39 -9.5096 3.4604 7.2535
C22 -1.3692 -4.9343 -3.0438
H40 -4.8589 -2.4436 5.8238
N4 3.6756 7.0739 -4.4840
N5 -0.1351 -6.9263 -2.0168
H41 -2.8725 -4.3004 0.7225
H42 -9.2753 -0.7711 6.3278
C23 -1.2054 -2.9970 0.9046
H43 0.5936 -0.5408 -2.1192
H44 -1.3565 -5.5880 -1.0225
C24 -2.1346 -0.9037 1.6326
N6 5.8229 6.6762 -3.3326
H45 4.7512 1.5944 -0.4337
H46 3.7264 3.4348 -1.8384
C25 4.1919 1.3515 -1.3425
F7 9.0011 7.4716 -7.1445
C26 1.3620 -8.4282 -3.2410
H47 4.1067 -6.7392 -2.5748
C27 -2.5016 -3.3813 5.1266
H48 -8.7740 0.2640 7.6566
C28 0.8630 -4.1648 -3.4594
H49 -2.1982 -6.6730 -2.1174
H50 2.5229 1.8660 0.8178
C29 -8.6008 0.0462 6.5957
C30 -1.7807 -3.7956 3.8639
H51 -0.7714 -8.4741 -3.2590
H52 2.7993 5.1859 -6.2440
H53 0.6691 0.2138 0.3968
H54 0.1211 1.8738 0.6824
O9 3.7601 2.3147 -3.5776
C31 -0.3176 -0.0273 -1.7888
C32 0.6610 1.2274 -0.0165
H55 -0.3679 -2.7566 1.5715
H56 -1.4720 -5.0336 1.4897
H57 1.2966 -3.1962 -3.7093
H58 1.3882 -9.1122 -4.0937
H59 -5.5552 3.6804 5.6348
O10 -1.9182 -1.8190 0.5751
H60 -3.3224 -4.0703 5.3466
H61 -10.0192 1.4209 5.7812
H62 -4.6283 -0.8695 5.0443
H63 -7.2438 2.3243 5.8151
C33 -4.3894 -1.9285 4.9808

Cartesian forces (eV/Å) of the 3 atoms listed first:
0.0 0.0 0.0
-0.1 0.2 -0.1
0.0 0.1 -0.1

These are the Löwdin partial charges, in e, on atoms 1 to 4:
1 H 0.095
2 O -0.248
3 N -0.047
4 H 0.128

=====

Entry 4:
This record from the OMol25 dataset describes a 12-piece molecular cluster, C33H66F6N10O11S2 overall. The level of theory is ωB97M-V/def2-TZVPD.

Max |F|, eV/Å: 1.81
Kohn-Sham gap, eV: 8.6
LUMO level, eV: -0.586
HOMO level, eV: -9.16
Net charge: 0
Calculated total energy, hartree: -4067.67595
2S+1: 1

Cartesian coordinates (Å):
C1 1.6194 2.5509 1.1301
C2 -4.4454 4.0810 -1.0530
H1 -1.1412 -5.0214 -0.3532
O1 7.8477 -4.3783 -1.4463
C3 3.1590 2.2800 -3.5472
N1 -0.8637 -6.6683 2.3803
H2 4.9578 -0.2117 2.3421
H3 -4.9865 4.9788 -1.3438
O2 -0.0275 -0.5819 -2.1676
O3 0.7381 4.3518 -5.1909
C4 -0.6174 -6.1865 1.3690
H4 5.9839 -2.8196 -1.5550
H5 3.7201 1.1845 0.8916
H6 -4.6373 0.1787 3.8621
H7 -3.7942 4.6712 1.9386
N2 -4.4006 3.1114 -2.1398
H8 4.9320 0.3400 4.6158
O4 4.1618 0.6099 4.1053
C5 1.8133 -2.2029 -5.4654
H9 -3.8509 3.1565 2.8341
H10 -7.1029 0.3566 3.6220
C6 -1.5090 0.6949 1.6936
C7 -3.6446 1.9148 -1.9081
H11 -7.7426 -1.3585 3.5444
O5 -2.8590 1.1753 7.3155
C8 -2.0658 -1.9351 -4.3849
C9 0.8706 2.8896 -2.8153
H12 2.5653 -2.9883 -5.5193
H13 4.6341 -3.3064 -2.4782
C10 -0.3002 -5.5332 0.1014
H14 2.5635 3.5916 -5.6444
C11 2.3851 -1.2213 -1.3077
C12 -5.1370 3.2507 -3.2775
N3 -6.5808 -4.0322 1.9830
H15 -5.8132 4.1180 -3.2067
H16 5.2050 -4.4464 -4.8235
H17 0.7229 1.8341 -2.5575
H18 6.8729 -4.9620 -5.0493
C13 4.5258 0.7147 2.7362
C14 -5.4856 -3.7042 1.9499
H19 8.0212 -5.3683 -3.1992
N4 0.4265 -0.5446 0.3508
H20 -0.6782 -0.4071 5.7410
C15 1.3011 0.1449 -5.8523
O6 -5.0762 2.4983 -4.2154
H21 -0.0613 3.2228 -3.2625
C16 -2.9928 -1.0550 -3.7112
H22 1.4075 -2.1602 -4.4491
H23 -3.4754 1.4168 -2.8539
H24 0.9717 2.8320 3.4713
H25 0.4504 -4.7692 0.3046
H26 1.1265 3.4635 -1.9219
S1 -1.0463 -0.9107 0.9353
N5 -1.3178 -2.6384 -4.8873
H27 -4.0052 -0.7121 5.2545
C17 -1.9321 0.4061 7.2937
C18 3.6179 -0.6037 -5.9552
N6 2.3167 -0.8941 -5.8031
O7 4.0860 0.5173 -6.0346
H28 0.5625 0.0163 -5.0631
H29 1.5368 1.1318 3.5938
H30 -8.1123 -0.3350 4.8971
H31 -2.5902 -0.6935 9.0325
H32 4.2043 3.4944 1.4582
H33 0.1289 0.7152 6.7678
H34 -0.9585 1.3269 5.5473
C19 -3.2475 3.7535 2.1518
H35 -4.9416 3.6036 -0.2043
H36 -5.0152 0.6749 5.5178
C20 -0.8375 0.5331 6.2809
H37 3.6340 2.7381 -2.6727
H38 -0.8185 -0.7167 8.7135
H39 -2.6961 2.0684 -1.3885
H40 -1.8682 -1.6638 7.7115
H41 4.2212 -1.5299 -5.9981
H42 -2.5847 -0.7237 -2.7525
H43 0.9706 1.6840 1.0407
H44 4.0543 3.3683 3.2579
H45 0.9460 -2.4963 -6.0582
N7 6.4295 -4.0755 -3.2018
H46 2.9740 1.2182 -3.3768
H47 5.7581 -2.0622 -3.1255
O8 -6.1837 -1.9744 5.6801
F1 2.6667 -1.7690 -2.4797
H48 0.1481 -6.2746 -0.5577
H49 3.8301 2.3820 -4.3948
H50 -4.1656 1.1759 -1.2780
C21 1.8320 2.1697 3.4948
O9 -2.0852 -1.0992 -0.0338
F2 -1.3777 1.6727 0.7784
F3 -2.7753 0.6583 2.0781
H51 -3.4935 -3.7576 2.6647
H52 -3.9170 -1.5483 -3.4051
C22 5.6800 -3.0064 -2.5841
F4 -0.7227 0.9959 2.7283
N8 2.6137 2.2961 2.2041
C23 3.5297 3.4419 2.3105
S2 0.5559 -1.2613 -1.0496
N9 1.9137 2.9609 -3.8076
C24 -4.8767 -0.1902 4.8622
O10 -0.9870 -1.8639 1.9933
H53 2.5496 0.2208 1.8774
H54 -3.9469 -2.2182 1.9611
C25 -7.3368 -0.5582 4.1623
C26 1.7248 3.6904 -4.9331
C27 3.3158 0.9903 1.8891
H55 2.4789 2.4303 4.3240
H56 0.9894 3.4011 1.3768
F5 3.0584 -1.8526 -0.3499
H57 -3.0675 3.2772 1.1960
C28 -6.1096 -1.0543 4.9050
H58 -3.2563 -0.1834 -4.3074
H59 -3.4087 4.3550 -0.8485
C29 -1.8194 -0.7254 8.2732
H60 0.7672 0.0267 -6.8037
H61 6.4692 -3.2453 -5.1698
N10 -0.9746 4.1514 3.3565
C30 6.2466 -4.1715 -4.6361
H62 -3.6681 -3.6473 0.9456
H63 2.1282 2.6771 0.1757
C31 -1.9825 4.0078 2.8224
C32 7.4998 -4.6228 -2.5745
C33 -4.0951 -3.2910 1.8836
O11 0.2778 -2.6697 -0.9470
H64 1.7744 1.1184 -5.8903
F6 2.7939 0.0684 -1.3377
H65 2.9628 4.3716 2.3085
H66 5.2800 1.4997 2.6211

Cartesian forces (eV/Å) of the 3 atoms listed first:
-0.4 -0.4 -0.6
0.0 -0.7 -0.7
-0.2 -0.2 0.0

These are the Löwdin partial charges, in e, on atoms 1 to 4:
1 C -0.010
2 C -0.060
3 H 0.076
4 O 0.022